This record from the OMol25 dataset describes a structure of composition C59H122F12N9O13S4. The level of theory is wB97M-V/def2-TZVPD.

XYZ file:
```
219
Properties=species:S:1:pos:R:3:mulliken_charge:R:1
C -7.5346 -6.6846 -13.0563 -0.87
N -8.8910 -6.0741 -13.0088 -0.19
C -8.8029 -4.5647 -12.9183 -0.91
C -9.6098 -6.3913 -14.2795 -0.87
C -9.7157 -6.6870 -11.9417 -0.57
C -9.3787 -6.4358 -10.5067 -0.53
O -9.6260 -5.0018 -10.2969 -0.49
H -7.0637 -6.4597 -13.9866 0.41
H -7.5815 -7.7502 -13.1182 0.38
H -6.9452 -6.2949 -12.2224 0.38
H -8.1340 -4.3405 -12.1468 0.39
H -9.8165 -4.1353 -12.8656 0.34
H -8.3683 -4.2398 -13.8729 0.42
H -10.5268 -5.8053 -14.3463 0.39
H -9.8932 -7.4264 -14.2755 0.39
H -8.9145 -6.1213 -15.0743 0.42
H -9.8133 -7.7673 -12.1912 0.46
H -10.6844 -6.2586 -11.9901 0.44
H -8.3189 -6.5715 -10.3345 0.28
H -10.0197 -7.1209 -9.9580 0.41
H -9.7023 -4.8733 -9.3836 0.30
C -1.2137 6.0246 -4.8954 -0.80
N -1.3786 7.4712 -4.4840 0.31
C -2.0179 7.4933 -3.1543 -0.59
C -0.0095 8.0707 -4.3830 -0.87
C -2.1893 8.1767 -5.5306 -0.38
C -2.4523 9.6064 -5.1779 -0.62
O -1.2509 10.3726 -5.2902 -0.48
H -0.7065 5.9109 -5.8072 0.39
H -2.2066 5.6552 -4.9632 0.43
H -0.7023 5.4658 -4.1233 0.18
H -2.0052 8.5149 -2.7592 0.40
H -1.3288 6.9100 -2.6171 0.06
H -2.9152 6.8692 -3.0760 0.29
H 0.0007 8.9793 -3.8407 0.50
H 0.4972 8.1679 -5.3418 0.34
H 0.6227 7.3603 -3.8970 0.22
H -3.0885 7.5603 -5.6595 0.39
H -1.6068 7.9730 -6.4374 0.39
H -2.9115 9.6970 -4.1923 0.24
H -3.1858 10.0538 -5.9247 0.45
H -1.3230 10.9385 -6.0609 0.33
C -6.7436 -0.4625 1.3967 -1.65
C -6.0858 -0.3232 2.8145 1.06
C -5.3165 -1.6817 2.9578 -1.08
C -3.8134 -1.6627 3.2928 -0.92
C -3.2077 -0.7414 2.3101 -0.82
C -3.5011 0.7476 2.4409 1.28
N -5.0324 0.8299 2.5875 0.92
O -5.5196 1.9317 2.4460 -0.40
C -3.0859 1.5602 1.1024 -1.38
C -2.9463 1.4186 3.6993 -1.91
C -6.9562 0.1380 3.9451 -1.50
H -7.1837 0.4324 1.0941 0.48
H -7.4791 -1.2825 1.3803 0.40
H -5.9217 -0.6097 0.6913 0.38
H -5.3817 -2.0566 1.9412 0.50
H -5.8532 -2.3578 3.6375 0.41
H -3.4249 -2.6723 3.1623 0.48
H -3.7021 -1.3725 4.3381 0.35
H -3.4946 -0.9546 1.2921 0.10
H -2.1358 -0.9139 2.2740 0.69
H -3.1549 2.6493 1.3317 0.32
H -3.8168 1.2205 0.3154 0.36
H -2.0963 1.3956 0.7001 0.30
H -1.9048 1.2833 3.7199 0.49
H -3.3068 0.9392 4.6499 0.36
H -3.3134 2.4110 3.7623 0.55
H -6.4846 0.2037 4.9056 0.37
H -7.9229 -0.4818 3.9524 0.39
H -7.1991 1.2021 3.6951 0.40
C 12.1612 2.5038 7.9888 -1.47
C 10.9390 2.1035 8.7553 0.77
C 10.1704 3.1382 9.3633 -0.86
C 8.7296 2.9602 9.9199 -0.83
C 7.9141 2.3773 8.6582 -1.27
C 8.3986 1.2774 7.9697 1.33
N 9.9154 1.3725 7.5897 0.77
O 10.3548 1.1033 6.6475 -0.35
C 7.8021 0.9605 6.5802 -1.33
C 8.3465 -0.0465 8.7947 -1.51
C 11.3849 0.8537 9.6012 -1.27
H 12.7693 2.8223 8.8303 0.42
H 12.0145 3.4263 7.4091 0.45
H 12.6804 1.6384 7.3437 0.34
H 10.2453 4.0585 8.7100 0.42
H 10.7546 3.5662 10.3046 0.39
H 8.2459 3.7920 10.5365 0.40
H 8.7434 2.1023 10.5592 0.41
H 7.6761 3.3049 8.0488 0.38
H 6.9698 2.1869 9.2244 0.41
H 6.7410 1.0744 6.9269 0.46
H 8.3025 -0.0611 6.1804 0.34
H 8.1047 1.8039 5.8895 0.38
H 9.1434 -0.9302 8.6963 0.30
H 7.3513 -0.5116 8.6497 0.42
H 8.4432 0.1795 9.8968 0.39
H 11.9319 1.3896 10.4248 0.44
H 11.9929 0.0332 9.0983 0.34
H 10.4708 0.4314 10.0590 0.36
C 3.1468 -0.0207 -0.9350 -1.44
C 4.1046 0.4009 -2.0233 1.43
C 5.4472 0.7773 -1.4789 -0.70
C 6.3508 1.0178 -2.6266 -0.55
C 6.6146 -0.2949 -3.3653 -1.01
C 5.3948 -0.9686 -3.9572 0.93
N 4.2314 -0.8818 -2.9770 0.99
O 3.4698 -1.7105 -2.8329 -0.35
C 5.5791 -2.5279 -4.1968 -1.60
C 4.8622 -0.4310 -5.2618 -1.53
C 3.3997 1.3594 -2.9968 -1.42
H 2.1593 -0.1914 -1.3596 0.31
H 3.0852 0.8511 -0.2693 0.20
H 3.5442 -0.8839 -0.3964 0.55
H 5.7372 0.0211 -0.7278 0.48
H 5.3354 1.6542 -0.7836 -0.10
H 7.3608 1.3672 -2.4178 0.41
H 5.9508 1.8136 -3.2502 0.43
H 7.1747 -1.0437 -2.7760 0.40
H 7.2754 -0.0334 -4.2460 0.37
H 6.4117 -2.6762 -4.9066 0.41
H 4.6560 -2.8887 -4.6635 0.45
H 5.8638 -3.0755 -3.2771 0.43
H 4.6673 0.6261 -5.3597 0.28
H 3.9437 -0.9349 -5.4767 0.49
H 5.6018 -0.7872 -6.0506 0.43
H 4.0060 1.6668 -3.8275 0.42
H 3.1548 2.2395 -2.3954 0.19
H 2.4463 0.8883 -3.3914 0.27
C -0.7347 -9.2305 -1.0475 -1.27
C -1.7761 -9.8462 -0.1803 -0.47
C -1.5433 -11.3466 -0.0078 -0.23
C -2.6874 -11.8847 0.8837 -1.65
N -2.8613 -13.3187 1.2784 0.30
C -1.6960 -13.7588 2.1934 -0.39
C -2.2894 -14.4536 3.4464 -0.64
C -3.7825 -14.6858 3.0410 -0.54
C -4.1003 -13.5270 2.1100 -0.61
C -2.9637 -14.1749 0.0091 -1.06
H 0.1978 -9.0647 -0.5754 0.37
H -1.1149 -8.2283 -1.3862 0.30
H -0.6101 -9.8148 -1.9729 0.35
H -2.7926 -9.7650 -0.4897 0.41
H -1.7169 -9.3895 0.8050 0.30
H -0.5706 -11.5667 0.4460 0.32
H -1.5539 -11.7769 -1.0030 0.42
H -3.5743 -11.5738 0.3794 0.59
H -2.6415 -11.3284 1.7769 0.57
H -1.0517 -14.3599 1.5762 0.34
H -1.2553 -12.7859 2.4113 0.28
H -1.6832 -15.3412 3.5243 0.33
H -2.2496 -13.8187 4.3314 0.35
H -3.8228 -15.6467 2.4855 0.27
H -4.5011 -14.6851 3.8810 0.41
H -4.9315 -13.6305 1.3795 0.35
H -4.3441 -12.6041 2.6884 0.40
H -1.9889 -14.2924 -0.4123 0.38
H -3.6837 -13.7245 -0.6944 0.30
H -3.2897 -15.0720 0.4132 0.53
C 1.8127 4.6055 4.7460 -1.12
C 2.1882 6.1809 4.8045 -0.64
C 1.1116 6.9749 3.9881 0.49
C 1.0505 8.4025 4.5019 -1.39
N 0.2555 9.4293 3.7280 0.20
C -1.2252 8.9205 3.3821 -0.81
C -1.9124 8.9705 4.7488 -0.62
C -1.2622 10.2613 5.4105 -0.68
C -0.0728 10.6204 4.5514 -0.52
C 1.0356 9.6955 2.4507 -0.86
H 2.3194 4.0711 5.5329 0.43
H 1.9597 4.1538 3.7857 0.13
H 0.6982 4.5809 5.0142 0.35
H 3.1630 6.4855 4.3643 0.38
H 2.1354 6.4191 5.8538 0.48
H 0.2032 6.3135 4.0633 0.18
H 1.3426 7.1613 2.9050 -0.12
H 2.0401 8.7738 4.4912 0.30
H 0.7159 8.3613 5.5438 0.50
H -1.5878 9.6365 2.6699 0.52
H -1.1038 8.0243 2.8711 0.54
H -2.9803 8.9345 4.7095 0.49
H -1.5366 8.1403 5.3221 0.24
H -1.9251 11.1009 5.5185 0.37
H -0.9023 9.9904 6.3850 0.37
H -0.2908 11.4671 3.9352 0.46
H 0.7475 10.8395 5.2103 0.30
H 2.0254 10.0508 2.7924 0.41
H 0.5371 10.4634 1.8943 0.44
H 1.1555 8.8357 1.8052 0.27
C -1.0351 -0.1953 -3.6687 0.61
F -0.4464 0.9843 -3.8348 -0.21
F -2.3564 -0.1576 -3.6258 -0.16
F -0.6825 -0.9456 -4.6616 -0.25
S -0.4141 -1.0185 -2.1132 0.90
O 0.7758 -1.7168 -2.4512 -0.72
O -0.5184 -0.1006 -1.0520 -0.34
N -1.5971 -2.1988 -2.2182 -0.60
S -2.7749 -2.4238 -1.1905 1.30
O -2.5074 -3.1433 0.0117 -0.71
O -3.4152 -1.1428 -1.1085 -0.64
C -3.9107 -3.4991 -2.1606 0.49
F -4.8443 -3.9624 -1.3559 -0.20
F -4.3126 -2.7044 -3.1306 -0.20
F -3.2238 -4.5517 -2.5801 -0.21
C 4.4747 4.7627 0.3894 0.54
F 4.2536 6.0488 0.4457 -0.20
F 5.0622 4.3940 -0.7888 -0.21
F 5.3691 4.4382 1.3470 -0.24
S 2.8221 4.0004 0.6386 0.99
O 3.2107 2.6359 0.7213 -0.89
O 2.1970 4.6389 1.7388 -0.33
N 2.0747 4.2355 -0.7411 -0.07
S 0.8489 5.2320 -0.8837 0.31
O 0.8181 6.3755 -0.0150 -0.53
O 0.5094 5.4603 -2.2402 -0.74
C -0.6162 4.2782 -0.2426 0.70
F -0.2609 3.6487 0.8932 -0.22
F -1.7892 4.8945 -0.0926 -0.23
F -0.7710 3.2627 -1.1768 -0.27
```

For the calculated total energy, the calculation gives -179084.80212 eV. As for the total charge: +5. As for the HOMO energy: -0.5239 Eh. As for the spin multiplicity: 1. The maximum force comes out at 14.0 eV/A. For the orbital gap, the calculation gives 5.37 eV.

This record from the OMol25 dataset describes a cluster of 12 separate species, C59H153N11O18 in total. The level of theory is wB97M-V/def2-TZVPD.

XYZ file:
```
241
Properties=species:S:1:pos:R:3:mulliken_charge:R:1
C 12.4120 18.3080 -1.5106 -0.39
C 11.5547 18.6438 -2.7320 1.36
C 10.8124 19.9618 -2.6317 -1.51
O 12.4342 18.7964 -3.8546 -0.61
H 11.7393 18.2320 -0.6505 0.46
H 13.1244 19.1108 -1.3153 0.06
H 12.9172 17.3562 -1.6608 -0.19
H 10.8009 17.8677 -2.8585 -0.70
H 10.0672 19.9406 -1.8237 0.37
H 10.2289 20.3243 -3.4788 0.35
H 11.4790 20.7959 -2.3837 0.35
H 13.1283 19.4211 -3.6321 0.41
C 13.7164 14.8839 0.0114 0.02
O 12.9051 13.7625 0.2847 0.07
C 13.3505 12.5431 -0.2438 -0.47
C 12.3450 11.4753 0.1406 1.52
N 11.0331 11.8183 -0.4082 2.18
C 9.9549 11.1074 0.2322 0.38
C 8.6424 11.3664 -0.4835 -0.77
O 8.1148 12.5935 0.0004 0.64
C 6.8725 12.9567 -0.5422 -0.71
H 13.6718 15.1516 -1.0489 -0.28
H 14.7515 14.6640 0.2907 0.42
H 13.3520 15.7179 0.6060 -0.56
H 14.3574 12.3033 0.1236 0.63
H 13.4388 12.6355 -1.3388 -0.44
H 12.3471 11.3664 1.2313 -1.21
H 12.7248 10.5051 -0.1864 -0.46
H 10.9711 12.8190 -0.2350 -0.46
H 9.7905 11.3808 1.2840 -0.47
H 10.1801 10.0400 0.1797 -0.71
H 7.9360 10.5404 -0.3440 0.17
H 8.7745 11.4752 -1.5670 -0.21
H 6.1118 12.1896 -0.3299 0.00
H 6.9202 12.9293 -1.6369 0.19
H 6.4280 13.8623 -0.1392 0.21
C 11.3181 7.8018 -4.1245 -0.36
O 11.5825 9.0776 -4.6974 -0.44
C 12.5490 9.8171 -3.9681 0.09
C 12.4842 11.3117 -4.2459 0.12
N 11.3008 11.9181 -3.6534 0.11
C 11.3415 13.3692 -3.7794 0.89
C 9.9467 13.9329 -3.5248 0.12
O 10.0066 15.3355 -3.7353 -0.29
C 8.8530 15.9608 -3.2475 -0.88
H 11.0909 7.8631 -3.0580 -0.15
H 12.1896 7.1632 -4.2911 0.35
H 10.4557 7.4138 -4.6611 0.32
H 13.5129 9.4468 -4.3403 0.48
H 12.5475 9.6572 -2.8823 -0.45
H 12.5427 11.4322 -5.3294 0.27
H 13.3872 11.7713 -3.8246 -0.25
H 11.4174 11.6760 -2.6714 -0.49
H 11.6297 13.6367 -4.7977 -0.45
H 12.1029 13.8165 -3.1276 -0.46
H 9.7396 13.7451 -2.4630 -0.42
H 9.2185 13.4002 -4.1387 0.42
H 7.9084 15.5495 -3.6199 0.35
H 8.8809 17.0280 -3.4721 0.32
H 8.7998 15.9022 -2.1501 0.30
C 2.1105 23.8392 -0.2605 -0.66
O 2.8829 23.2889 -1.2877 -0.36
C 2.6264 21.9441 -1.6124 -0.52
C 3.2213 20.9822 -0.6052 -0.28
N 2.8207 19.6071 -0.8527 -0.26
C 3.4005 18.6926 0.1324 -0.53
C 3.0568 17.2521 -0.1942 -0.51
O 3.7397 16.4393 0.7501 -0.27
C 3.4909 15.0758 0.4950 -0.46
H 2.0662 23.1873 0.6158 0.27
H 1.0756 23.9525 -0.6275 0.26
H 2.3310 24.8585 0.0509 0.27
H 3.0817 21.8102 -2.5968 0.29
H 1.5382 21.8363 -1.7357 0.39
H 2.8595 21.2327 0.3918 0.19
H 4.3110 21.0502 -0.7244 0.22
H 2.8498 19.2778 -1.8043 0.24
H 2.9653 18.9723 1.0928 0.20
H 4.4851 18.8395 0.1891 0.27
H 3.3206 16.9761 -1.2248 0.32
H 1.9844 17.0346 -0.1334 0.32
H 4.0170 14.8131 -0.4294 0.23
H 2.4315 14.8155 0.3737 0.35
H 3.8060 14.4697 1.3440 0.05
C 14.1927 11.5768 4.2871 -0.64
O 13.6749 10.3161 3.9467 -0.47
C 12.2762 10.2511 4.0426 0.32
C 11.7900 8.9369 3.4212 -0.76
N 12.2133 8.8499 2.0409 0.53
C 11.7596 7.6215 1.3637 -1.14
C 12.1623 7.6865 -0.1051 2.64
O 13.5783 7.8665 -0.1740 -0.54
C 14.1335 7.2883 -1.3376 -0.48
H 13.8442 11.8054 5.3058 0.35
H 13.8291 12.4057 3.6671 0.13
H 15.2798 11.5724 4.2888 0.26
H 11.8513 11.0305 3.3951 -0.80
H 11.9061 10.4124 5.0587 0.99
H 10.6985 8.9949 3.4182 -0.01
H 12.1835 8.1205 4.0418 0.40
H 13.2229 8.7946 1.9413 0.26
H 10.6651 7.6145 1.3817 -0.42
H 12.1392 6.6773 1.7722 0.56
H 11.6553 8.5228 -0.5958 -0.31
H 11.8000 6.7842 -0.6071 -1.02
H 14.4875 6.2774 -1.1138 0.12
H 15.0020 7.9016 -1.6039 0.35
H 13.5442 7.2725 -2.2586 0.08
C 8.5723 7.4570 -1.2204 -0.18
O 9.3359 6.3149 -0.9137 0.06
C 9.0055 5.1626 -1.6230 -0.92
C 9.9307 4.0167 -1.2551 -0.27
N 11.2276 4.1922 -1.9690 -0.28
C 12.1536 3.1262 -1.5759 -1.14
C 12.8068 3.2866 -0.2191 -0.51
O 13.3409 4.5925 -0.1265 0.00
C 14.1340 4.8397 0.9822 -1.05
H 8.8173 8.2799 -0.5491 -0.54
H 7.5061 7.2217 -1.2272 0.57
H 8.8805 7.8386 -2.2016 0.06
H 8.9119 5.3117 -2.7034 0.34
H 8.0176 4.7676 -1.3258 0.36
H 9.4684 3.0710 -1.5357 0.53
H 10.0241 4.0417 -0.1631 0.17
H 11.6193 5.0034 -1.4875 -0.06
H 13.0283 3.2115 -2.2413 0.35
H 11.8322 2.1054 -1.7822 0.46
H 13.6340 2.5751 -0.1303 0.45
H 12.0676 3.1220 0.5754 0.39
H 15.1657 4.4675 0.8759 0.28
H 13.8317 4.2660 1.8734 0.39
H 14.1935 5.8790 1.3005 0.34
C 18.0334 20.2713 4.7221 -0.91
O 17.5115 19.2230 3.9267 -0.16
C 18.4593 18.2574 3.5456 -1.01
C 17.7779 17.2805 2.6092 -0.10
N 17.4914 17.8937 1.3139 -0.53
C 16.7612 17.0126 0.4270 1.20
C 16.7014 17.6402 -0.9487 -1.03
O 15.8571 16.8715 -1.7969 0.02
C 15.5768 17.5293 -3.0079 -0.82
H 18.1902 19.8589 5.7245 0.34
H 17.2975 21.0695 4.7756 0.25
H 18.9648 20.6632 4.3059 0.32
H 18.7677 17.6760 4.4282 0.47
H 19.3937 18.6867 3.1702 0.44
H 16.8683 16.9641 3.1408 -0.05
H 18.3883 16.4031 2.3911 0.57
H 17.0224 18.7761 1.4868 0.80
H 15.7689 16.8063 0.8562 -1.07
H 17.2796 16.0526 0.3737 0.59
H 17.7100 17.6591 -1.3701 0.25
H 16.3060 18.6610 -0.9229 0.21
H 14.7455 17.0475 -3.5278 0.19
H 16.4075 17.5058 -3.7186 0.31
H 15.1963 18.5331 -2.7896 0.36
C 9.4961 12.3519 4.8602 -1.15
C 10.0775 13.3911 3.8925 2.64
C 8.9621 14.2031 3.2153 -0.05
O 9.4076 15.4206 2.6173 -0.52
C 10.2810 15.2576 1.5091 0.46
N 10.9781 14.2822 4.6715 -0.64
H 9.0658 12.9130 5.6949 0.48
H 10.1992 11.6521 5.3038 0.21
H 8.7087 11.7720 4.3754 -0.06
H 10.6041 12.8529 3.0990 -1.55
H 8.2290 14.5723 3.9389 0.34
H 8.4349 13.6077 2.4601 -0.39
H 9.8552 14.6726 0.6893 -0.19
H 11.2257 14.7889 1.8024 -0.06
H 10.5248 16.2725 1.1961 0.10
H 11.4232 14.8331 3.9303 -0.05
H 10.3701 15.0151 5.0438 0.45
C 6.8255 8.2534 -5.4019 -1.17
C 6.4643 9.7395 -5.1540 0.39
C 7.0707 10.3052 -3.8947 -0.48
O 6.8101 9.6721 -2.6606 0.31
C 5.4718 9.7486 -2.2134 -0.90
N 7.0155 10.5476 -6.2387 -0.67
H 7.8839 8.0237 -5.2583 0.01
H 6.6176 7.9976 -6.4402 0.47
H 6.2625 7.6264 -4.7040 0.28
H 5.3796 9.8587 -5.1596 0.36
H 6.6791 11.3329 -3.8254 0.14
H 8.1552 10.4073 -3.9752 0.13
H 4.7833 9.4569 -3.0121 0.32
H 5.2299 10.7872 -1.9555 0.23
H 5.3893 9.1082 -1.3392 0.21
H 6.7060 10.3201 -7.1710 0.26
H 8.0284 10.5170 -6.2543 0.21
C 13.9125 12.6189 -8.0033 -1.63
C 13.4324 13.8745 -7.2787 1.34
C 14.4595 14.3728 -6.2745 -0.73
O 14.4636 13.4556 -5.2120 -0.16
C 15.0564 13.9361 -4.0305 -0.52
N 13.0909 14.8907 -8.3022 -0.76
H 13.9363 11.7577 -7.3388 0.30
H 14.8196 12.7246 -8.6045 0.37
H 13.2292 12.3878 -8.8311 0.35
H 12.5324 13.5739 -6.7374 -0.27
H 14.2468 15.4162 -5.9856 0.30
H 15.4400 14.5452 -6.7427 0.40
H 16.0160 14.4583 -4.0922 0.53
H 15.1630 13.1493 -3.2855 0.24
H 14.3656 14.6722 -3.5979 -0.05
H 12.1766 14.6074 -8.6478 0.32
H 12.8675 15.7595 -7.8159 0.29
C 12.8923 18.0982 4.1151 -1.85
C 13.7758 17.7934 2.9331 1.64
C 14.9608 18.7671 2.8652 0.40
O 14.6497 20.0846 2.4797 -0.48
C 14.4367 20.2558 1.1040 -0.43
N 14.2155 16.3937 3.0462 -0.12
H 13.3976 17.8527 5.0550 0.47
H 11.9634 17.5220 4.1863 0.31
H 12.5003 19.1149 4.1920 0.39
H 13.2392 17.7923 1.9773 -0.65
H 15.7771 18.4514 2.1949 -1.54
H 15.4548 18.7870 3.8430 0.55
H 15.2742 19.9656 0.4587 0.05
H 14.2558 21.3108 0.9004 0.41
H 13.5306 19.7309 0.7916 0.14
H 14.9491 16.2284 2.3629 -0.11
H 14.6308 16.2725 3.9677 0.38
C 7.6040 8.9436 2.2617 -1.17
C 7.1144 9.1766 3.6781 1.19
C 6.0027 10.2112 3.6829 -1.19
O 6.4939 11.4644 3.2343 0.13
C 5.4584 12.3551 2.9553 -1.12
N 6.7207 7.9351 4.3243 -0.78
H 6.8376 8.6229 1.5510 0.49
H 8.4394 8.2388 2.2032 0.15
H 8.0252 9.8629 1.8477 -0.15
H 7.9933 9.6244 4.1646 -0.06
H 5.7466 10.3158 4.7479 0.41
H 5.1594 9.9276 3.0462 0.48
H 4.8507 12.0706 2.0838 0.36
H 5.8633 13.3379 2.7186 0.25
H 4.7220 12.4464 3.7627 0.47
H 7.5627 7.4220 4.5640 0.28
H 6.2765 8.1038 5.2228 0.32
```

For the calculated total energy, the calculation gives -116898.43876 eV. The structure (SMILES) is COC[C@H](C)N.COC[C@H](C)N.COC[C@H](C)N.COC[C@H](C)N.COC[C@H](C)N.COCCNCCOC.COCCNCCOC.COCCNCCOC.COCCNCCOC.COCCNCCOC.COCCNCCOC.CC(C)O. As for the HOMO energy: -0.3109 Eh. As for the spin multiplicity: 1. The maximum force comes out at 2.4 eV/A. For the orbital gap, the calculation gives 8.97 eV.

> The lowest orbital gap belongs to which entry?

C59H122F12N9O13S4